Computed, not measured: C14H28N4ORuSe2Si2Te2 as an isolated structure in a non-equilibrium geometry, with ωB97M-V/def2-TZVPD.

Geometry as XYZ:
```
54
Properties=species:S:1:pos:R:3
Ru 0.71207 1.45823 -0.01864
C -2.86208 0.59767 3.48948
Si -1.29029 1.19897 2.63745
C 0.09805 0.41239 3.65922
C -1.34805 3.07827 2.70294
N -1.02167 0.71368 0.96084
C -1.84207 0.06749 0.10355
C -3.14718 -0.38816 0.41715
C -3.86300 -1.15151 -0.46553
C -3.31055 -1.51187 -1.70754
C -2.06886 -1.06256 -2.06868
C -1.31818 -0.22241 -1.20757
N -0.11728 0.30972 -1.50579
Si 0.76079 -0.09557 -2.98836
C 1.13159 -1.94325 -2.97015
C -0.24401 0.45935 -4.48889
C 2.41181 0.78977 -3.14783
H -2.79528 0.91917 4.53223
H -2.96384 -0.48981 3.48628
H -3.76733 1.03801 3.06787
H 0.45700 1.11724 4.41331
H 0.95557 0.11636 3.05182
H -0.26857 -0.47407 4.18247
H -0.67500 3.47973 3.46223
H -2.35846 3.43271 2.92043
H -1.05755 3.51137 1.74629
H -3.56894 -0.12832 1.37361
H -4.85956 -1.47987 -0.20050
H -3.86860 -2.14345 -2.38640
H -1.66262 -1.34495 -3.02819
H 0.31108 -2.53089 -2.55621
H 2.01808 -2.13079 -2.36075
H 1.33361 -2.30808 -3.98026
H -1.23104 0.00134 -4.55146
H 0.29302 0.21853 -5.41000
H -0.39202 1.54114 -4.46846
H 3.00651 0.73175 -2.23850
H 2.30436 1.83636 -3.44023
H 2.97417 0.29039 -3.94328
Se -1.28312 5.10949 -0.71996
Te 0.13920 3.42783 -1.67633
Te 2.58383 3.34838 -0.35740
Se 1.94768 2.38423 1.87223
C 3.54661 -2.93588 1.86060
N 3.51582 -1.76669 1.00609
C 2.39240 -1.13674 0.60065
N 1.20752 -1.68556 0.95521
O 2.47588 -0.10725 -0.09423
H 4.58019 -3.23705 2.00299
H 3.01264 -3.76853 1.39844
H 3.11456 -2.73345 2.84479
H 4.37088 -1.28055 0.80259
H 1.14952 -2.39533 1.66216
H 0.38072 -1.13697 0.76822
```

For the electronic energy, the calculation gives -6857.451078 hartree. The calculation puts the HOMO-LUMO gap (spin up / spin down) at 5.31 / 5.53 eV.